This record from OMol25 describes an isolated molecule of C3H7N3O at a distorted geometry. The level of theory is ωB97M-V/def2-TZVPD.

```
14
Properties=species:S:1:pos:R:3:lowdin_charge:R:1
N 0.91879 0.78902 -1.83953 0.082
C 0.19068 1.42780 -0.88303 -0.171
C -0.86460 0.84293 -0.19255 -0.081
C -0.45622 -0.26521 0.58946 -0.459
N -1.30708 -0.94150 1.42842 0.142
N 0.83402 -0.50651 0.49710 -0.050
O 1.25952 -1.70315 1.15429 -0.111
H 1.74751 1.24665 -2.18599 0.095
H 1.03272 -0.20011 -1.64410 0.091
H 0.18980 2.50758 -1.01138 0.113
H -1.73367 1.41744 0.09353 0.087
H -2.26755 -0.64722 1.47254 0.093
H -0.92138 -1.61293 2.07311 0.091
H 1.37746 -2.35478 0.44812 0.077
```

Values from the calculation:
SMILES: N/C=C\C(N)=N\O
Maximum force, eV Å⁻¹: 3.4
Total energy, eV: -9739.382